This record from OMol25 describes a molecular structure, C42H57N9OS2Sn. The level of theory is ωB97M-V/def2-TZVPD.

Each line ends with the Mulliken charge.
Cartesian coordinates (Å):
C 6.652 -6.216 1.845  -0.67
C 2.091 1.937 0.849  0.25
H -1.742 3.069 1.899  0.33
C 1.754 -2.858 7.330  -0.90
H 4.896 1.616 0.595  0.41
H 2.339 -3.678 7.728  0.41
H 1.492 1.334 -7.183  0.43
N -3.488 -3.525 -0.240  -0.40
C 2.663 -2.045 1.535  0.41
C 4.012 -5.431 1.486  -0.12
H -2.967 -4.304 0.120  0.22
H -0.022 2.935 -7.780  0.43
C 4.186 -0.877 3.560  -0.93
C -3.579 0.075 -0.734  0.23
H 7.682 -6.520 1.983  0.40
C -0.262 -1.549 7.314  -0.74
H -0.620 -0.655 -8.172  0.28
H 2.672 0.838 -3.040  0.21
C -2.941 -2.288 -0.205  0.57
O -1.816 1.930 -4.673  -0.69
H 1.003 -0.076 -6.277  0.44
H -6.173 0.176 0.442  0.35
Sn -0.242 -0.381 0.003  0.46
C -1.251 3.740 1.189  -1.63
N -0.248 -1.061 -2.351  0.86
H 5.649 -2.271 2.866  0.57
N 3.919 -2.411 1.717  0.47
H -0.872 3.478 -6.333  0.37
C -0.694 -0.108 -4.494  -0.43
H -1.256 -1.351 7.694  0.39
C 2.286 -2.043 6.342  -0.20
H 3.293 -2.236 5.982  0.27
C -0.876 -1.377 -5.022  0.31
H 4.196 0.022 -2.692  0.51
H -3.758 2.396 -1.970  0.29
H -2.339 1.545 -0.708  -0.36
C -2.157 2.572 -7.799  -1.09
H -0.263 0.974 -2.693  0.36
H 2.733 -0.428 -1.803  0.08
H -1.971 4.023 0.418  0.30
H 4.197 -0.001 0.338  0.22
C -0.020 3.108 0.588  0.71
H -0.303 -3.122 -2.181  0.40
C 6.363 -4.933 1.394  -0.41
H 4.093 2.301 -1.665  0.49
C 5.045 -4.537 1.211  0.52
C 3.615 1.454 -1.163  0.64
H -0.485 3.647 -1.441  0.41
C 0.227 3.156 -0.783  -0.16
H 2.980 -5.126 1.337  0.39
C 3.281 0.412 -2.239  -1.13
H 1.080 -0.633 -8.669  0.41
C 5.622 -7.102 2.121  -0.43
C 4.729 -3.144 0.722  -1.37
C 0.930 2.484 1.389  -0.91
H -4.257 2.780 -0.297  0.37
H 2.961 0.514 5.208  0.61
H -2.956 2.393 -7.080  0.29
C -1.015 1.178 -5.218  0.27
H -5.456 2.634 -1.590  0.31
H 4.594 -0.750 4.559  0.58
H 5.847 -8.101 2.473  0.40
C 4.614 0.882 -0.163  -1.86
C 0.655 0.658 -6.998  -0.68
H 4.288 -3.020 3.698  0.31
C 0.477 -2.610 7.819  -0.44
C 4.574 -2.218 3.017  -0.77
H 4.574 -0.073 2.928  0.18
H 5.650 -2.577 0.580  0.43
H 4.188 -3.159 -0.216  0.58
H -2.146 1.757 -8.525  0.29
C 0.270 -0.742 6.317  -0.28
H -0.313 0.080 5.914  0.39
H -1.277 -2.921 0.523  -0.07
H -0.988 4.649 1.734  0.44
H -6.756 1.054 -0.974  0.32
C 1.960 -1.339 2.696  -0.18
H 0.764 2.436 2.461  0.38
H 0.063 -3.240 8.596  0.41
H 2.808 1.479 1.522  0.30
H 1.565 2.707 -2.387  0.62
C -6.037 0.317 -0.631  -1.03
C 2.146 -0.068 4.780  -1.50
H -1.148 -1.503 -6.064  0.51
H -2.377 3.499 -8.330  0.40
N 2.724 -0.801 3.639  0.53
H 7.173 -4.242 1.180  0.38
H -4.700 -1.617 -0.934  0.11
C 1.389 2.618 -1.319  -0.79
H -4.474 -3.671 -0.376  0.19
H 0.024 0.719 -9.075  0.34
N -2.375 0.532 -0.669  0.39
C 0.257 -0.017 -8.304  -1.22
H -0.862 -3.489 -4.578  0.49
N -4.693 0.803 -0.960  0.14
C -4.522 2.234 -1.208  -0.96
S 0.298 -1.247 2.746  -0.28
C 2.352 2.001 -0.517  -0.23
C 1.548 -0.981 5.829  1.10
H -6.289 -0.609 -1.150  0.35
H 1.391 0.622 4.408  0.23
C -0.727 -2.486 -4.195  -1.31
N -1.721 -2.073 0.189  -0.04
C 4.300 -6.708 1.942  -0.71
N -0.422 1.446 -6.397  0.25
H 3.495 -7.401 2.155  0.41
C -0.375 -0.005 -3.153  -0.22
H 5.523 0.572 -0.682  0.59
S 1.855 -2.305 0.083  -0.30
C -0.819 2.688 -7.079  -0.75
C -0.420 -2.287 -2.863  -0.47
N -3.803 -1.300 -0.614  0.01

Properties
- Frontier orbital gap: 0.261 Ha
- Total charge: +2
- Largest force on an atom: 0.366 eV Å⁻¹
- E_LUMO: -5.462 eV